{"formula": "C68H122O41S10", "method": "ωB97M-V/def2-TZVPD", "species": ["C", "C", "C", "O", "C", "O", "O", "H", "H", "H", "H", "H", "H", "C", "C", "C", "O", "C", "O", "O", "H", "H", "H", "H", "H", "H", "C", "C", "C", "O", "C", "O", "O", "H", "H", "H", "H", "H", "H", "C", "C", "C", "O", "C", "O", "O", "H", "H", "H", "H", "H", "H", "C", "C", "C", "O", "C", "O", "O", "H", "H", "H", "H", "H", "H", "C", "C", "C", "O", "C", "O", "O", "H", "H", "H", "H", "H", "H", "C", "C", "C", "O", "C", "O", "O", "H", "H", "H", "H", "H", "H", "C", "C", "C", "S", "O", "O", "C", "H", "H", "H", "H", "H", "H", "H", "H", "C", "C", "C", "S", "O", "O", "C", "H", "H", "H", "H", "H", "H", "H", "H", "C", "C", "C", "S", "O", "O", "C", "H", "H", "H", "H", "H", "H", "H", "H", "C", "C", "C", "S", "O", "O", "C", "H", "H", "H", "H", "H", "H", "H", "H", "C", "C", "C", "S", "O", "O", "C", "H", "H", "H", "H", "H", "H", "H", "H", "C", "C", "C", "S", "O", "O", "C", "H", "H", "H", "H", "H", "H", "H", "H", "C", "C", "C", "S", "O", "O", "C", "H", "H", "H", "H", "H", "H", "H", "H", "C", "C", "C", "S", "O", "O", "C", "H", "H", "H", "H", "H", "H", "H", "H", "C", "C", "C", "S", "O", "O", "C", "H", "H", "H", "H", "H", "H", "H", "H", "C", "C", "C", "S", "O", "O", "C", "H", "H", "H", "H", "H", "H", "H", "H"], "xyz": [[-0.32723, -2.27837, -6.17440], [-0.52659, -0.78305, -6.10451], [-1.00737, -0.05055, -7.35492], [-2.32784, 0.33612, -7.00340], [-2.64126, -0.00301, -5.72390], [-3.71651, 0.17322, -5.20962], [-1.56419, -0.55622, -5.16516], [-1.16588, -2.78026, -6.64142], [-0.32469, -2.56679, -5.09196], [0.60607, -2.56006, -6.68229], [0.39375, -0.33900, -5.70864], [-1.09547, -0.64914, -8.25840], [-0.45828, 0.82480, -7.58013], [4.29123, -3.62409, -5.62089], [4.76258, -2.26148, -5.10926], [3.82492, -1.10433, -5.40100], [2.93845, -1.15124, -4.34701], [3.59936, -1.65359, -3.31918], [3.25869, -1.57164, -2.15759], [4.76866, -2.31978, -3.67461], [4.41491, -3.57608, -6.67931], [3.24886, -3.84755, -5.36223], [4.89283, -4.46981, -5.41435], [5.74681, -2.02489, -5.44217], [3.22876, -1.34170, -6.27542], [4.32321, -0.13811, -5.47004], [-3.37929, 0.58186, -2.07776], [-3.98099, -0.18875, -0.95597], [-5.23628, -0.94499, -1.21820], [-5.04464, -2.15077, -0.44067], [-3.73937, -2.21710, -0.14269], [-3.30353, -3.24004, 0.44623], [-2.98900, -1.23961, -0.64180], [-4.08787, 1.36496, -2.35895], [-3.14186, -0.02133, -2.91419], [-2.43905, 1.01214, -1.67828], [-4.20095, 0.43578, -0.06916], [-5.41829, -1.23161, -2.24802], [-6.08912, -0.44848, -0.82100], [0.25814, 7.85753, -0.32218], [-1.20647, 7.61077, -0.10361], [-1.41664, 6.26687, 0.69458], [-2.19942, 6.67672, 1.84754], [-2.52177, 7.96303, 1.77364], [-3.29115, 8.50794, 2.47923], [-1.80507, 8.61439, 0.83786], [0.37215, 8.73015, -1.00815], [0.82044, 7.01132, -0.66680], [0.71943, 8.15827, 0.65600], [-1.81147, 7.62678, -1.02849], [-0.43879, 5.88120, 0.98631], [-1.95984, 5.51202, 0.19445], [6.09014, 0.40129, -1.42368], [7.18151, -0.72487, -1.37565], [6.66736, -1.92617, -0.52874], [7.22819, -3.04180, -1.26075], [7.42768, -2.67277, -2.55806], [7.56223, -3.49793, -3.43484], [7.41642, -1.33474, -2.65758], [6.02185, 1.00463, -0.56329], [5.13547, -0.16469, -1.65002], [6.39141, 1.06456, -2.27784], [8.07260, -0.20986, -1.00944], [5.57317, -1.96779, -0.50538], [7.00354, -1.93977, 0.49540], [0.46772, -1.24306, 0.26365], [0.99774, -0.11541, -0.60998], [0.34506, 0.04277, -1.98214], [0.06474, 1.43250, -2.09722], [0.34290, 2.04094, -0.97842], [0.20795, 3.21095, -0.83434], [0.60281, 1.12992, 0.04209], [0.68803, -2.09762, -0.34608], [-0.64610, -1.17847, 0.41796], [1.09665, -1.21933, 1.15588], [2.05011, -0.16205, -0.54465], [-0.62336, -0.44858, -1.92229], [0.87725, -0.25539, -2.86876], [-3.82132, -2.14758, 4.78456], [-4.33314, -2.50565, 3.36724], [-5.69752, -3.21737, 3.19442], [-6.51111, -2.15627, 2.70937], [-5.77162, -1.09109, 2.32276], [-6.07377, -0.09704, 1.66624], [-4.45739, -1.31982, 2.59116], [-4.64080, -1.74446, 5.42225], [-3.01004, -1.45311, 4.76853], [-3.40888, -2.99814, 5.31219], [-3.57020, -3.13480, 2.85828], [-6.11138, -3.56712, 4.16080], [-5.62525, -3.96509, 2.42135], [-3.49368, 4.27540, -3.81409], [-4.01312, 3.30441, -4.88028], [-3.15300, 3.63324, -6.07628], [-1.45013, 3.86454, -5.47350], [-0.87123, 5.05292, -6.11472], [-0.76362, 2.62786, -5.58661], [-1.96667, 4.17493, -3.76996], [-3.85839, 4.10152, -2.78624], [-3.84525, 5.25042, -4.07901], [-5.05912, 3.55175, -5.12295], [-3.99238, 2.25798, -4.63387], [-3.43889, 4.59989, -6.51704], [-3.11479, 2.91118, -6.88149], [-1.52078, 5.05629, -3.40798], [-1.62465, 3.33239, -3.20479], [5.35848, -1.19438, 3.47209], [5.60893, -2.54168, 4.10358], [4.30707, -3.11437, 4.65763], [3.24190, -2.87995, 3.25377], [1.84466, -2.59929, 3.65966], [3.44641, -3.92252, 2.24681], [4.06606, -1.35612, 2.72618], [6.14578, -0.80272, 2.84572], [5.30701, -0.40772, 4.28677], [6.38761, -2.50229, 4.86763], [6.01723, -3.24255, 3.34762], [3.96883, -2.61634, 5.54799], [4.41765, -4.17258, 4.90731], [3.36319, -0.54760, 2.80794], [4.26720, -1.56618, 1.63482], [0.80357, -6.07669, 3.66677], [0.83031, -7.38254, 4.39142], [1.24012, -7.08512, 5.84055], [0.82639, -5.38141, 6.14477], [2.05066, -4.62727, 6.16488], [-0.00448, -5.30159, 7.28881], [0.05283, -5.07370, 4.59813], [0.25266, -6.13254, 2.73655], [1.85119, -5.71363, 3.50930], [1.52789, -8.09420, 3.93683], [-0.11058, -7.90331, 4.50168], [2.25897, -7.18130, 6.11911], [0.73231, -7.74055, 6.54250], [0.30386, -4.03642, 4.33866], [-0.99994, -5.33720, 4.70077], [0.79042, 0.02952, 8.06756], [1.22921, 1.37394, 8.64821], [2.60735, 1.64607, 8.12777], [2.76042, 0.77645, 6.54305], [3.66435, -0.30427, 6.66835], [2.90477, 1.76094, 5.47968], [1.12304, 0.07839, 6.56356], [-0.26622, -0.16671, 8.20877], [1.34067, -0.81682, 8.46630], [1.23770, 1.32704, 9.73787], [0.50963, 2.17944, 8.40232], [3.32464, 1.13919, 8.78944], [2.88492, 2.66190, 8.06766], [1.08398, -0.85204, 5.96037], [0.46987, 0.76245, 6.03687], [0.96665, -4.88879, -0.32115], [1.89175, -5.64376, -1.29480], [2.06933, -4.85226, -2.54570], [0.40234, -4.12222, -2.83858], [-0.27230, -4.90253, -3.86508], [0.53260, -2.70436, -3.02569], [-0.18236, -4.39639, -1.17578], [1.59663, -4.03057, 0.02242], [0.66824, -5.55464, 0.52838], [1.54692, -6.64700, -1.52991], [2.85261, -5.90768, -0.84290], [2.35034, -5.36331, -3.43942], [2.75594, -4.01642, -2.47140], [-0.84949, -5.24923, -1.23334], [-0.78460, -3.53643, -0.81589], [3.84988, 5.04436, -2.65162], [2.81993, 4.93235, -3.77504], [2.27017, 3.46065, -3.89804], [3.49405, 2.38832, -3.07284], [4.09817, 1.46611, -4.00437], [2.90334, 1.91060, -1.86065], [4.60824, 3.73602, -2.72579], [3.30503, 5.14464, -1.64968], [4.49177, 5.85469, -2.77391], [3.25909, 5.12121, -4.76110], [2.04634, 5.66497, -3.58095], [2.19904, 3.14814, -4.92489], [1.35610, 3.27065, -3.32577], [5.30851, 3.78343, -3.57374], [5.15553, 3.38359, -1.84815], [-7.61298, 4.06729, 1.92056], [-6.36293, 3.84396, 2.77167], [-5.31003, 4.87960, 2.30177], [-5.31980, 4.48206, 0.63536], [-4.83974, 3.14386, 0.33660], [-4.81417, 5.58071, -0.20142], [-7.12990, 4.34921, 0.53323], [-8.12124, 4.97586, 2.40155], [-8.29406, 3.24230, 2.05667], [-5.88968, 2.82256, 2.62897], [-6.56568, 3.92899, 3.84632], [-4.29690, 4.70679, 2.69738], [-5.64334, 5.91132, 2.45741], [-7.31581, 3.53577, -0.20443], [-7.47014, 5.28126, 0.13242], [2.91743, 4.22513, 3.07782], [2.07312, 3.17987, 2.35599], [2.97141, 2.21377, 1.52262], [4.65139, 2.72968, 1.84011], [4.98556, 3.70001, 0.82564], [5.54736, 1.60141, 2.02188], [4.26412, 3.65997, 3.27649], [2.46588, 4.56038, 4.01742], [3.02188, 5.09167, 2.46924], [1.20813, 3.57101, 1.82154], [1.60372, 2.49846, 3.10063], [2.81291, 2.24355, 0.44762], [2.81416, 1.17774, 1.84911], [5.02346, 4.42384, 3.48370], [4.25128, 2.96194, 4.18023], [-4.36819, -4.88062, -3.03416], [-3.41435, -3.77529, -3.37053], [-3.14855, -3.73134, -4.87256], [-4.31789, -4.85181, -5.63244], [-3.67323, -5.48611, -6.73597], [-5.62448, -4.26259, -5.71460], [-4.27509, -5.86923, -4.12861], [-5.37798, -4.42869, -3.05367], [-4.17305, -5.32751, -2.06131], [-2.48374, -3.82673, -2.83025], [-3.83776, -2.80170, -3.08485], [-2.15255, -4.09624, -5.14345], [-3.21683, -2.68614, -5.30879], [-3.28752, -6.31973, -4.25350], [-5.12083, -6.56626, -4.19595], [-1.57429, 0.24666, 2.81251], [-2.20153, 1.18823, 1.81389], [-1.88690, 2.59691, 2.21789], [-1.96785, 2.57800, 3.99559], [-3.17596, 3.22546, 4.45279], [-0.70564, 2.98098, 4.55268], [-2.12357, 0.79482, 4.18440], [-0.50200, 0.32693, 2.74999], [-1.86848, -0.80417, 2.64124], [-3.26645, 0.97437, 1.77850], [-1.80015, 0.99633, 0.85027], [-2.72617, 3.20106, 1.83618], [-0.94982, 2.93812, 1.87295], [-3.17567, 0.51869, 4.19208], [-1.62528, 0.46483, 5.10260]], "atomic_forces_ev_per_a": [[0.06, -0.05, 0.98], [1.12, -0.27, -0.39], [-0.71, -0.65, 0.17], [-1.36, 0.24, 0.34], [0.23, 0.38, -0.99], [1.00, -0.30, -0.38], [-0.78, 0.10, 1.13], [-0.13, -0.05, -0.30], [0.39, -0.17, -1.16], [-0.24, 0.08, 0.25], [-0.26, 0.15, 0.03], [0.19, -0.34, 0.09], [0.66, 0.95, -0.06], [-0.48, 1.12, -0.56], [0.14, -1.33, 0.13], [0.45, -0.74, -2.10], [-0.67, 0.19, 1.54], [0.83, -0.75, 2.98], [0.19, -0.17, -1.28], [-2.02, 1.64, 0.05], [-0.51, 0.11, -1.16], [0.15, 0.21, -0.07], [0.87, -0.57, 1.11], [0.85, -0.07, -0.16], [0.16, 0.32, -0.50], [-0.10, -0.10, 0.05], [0.13, 1.30, 1.19], [0.63, 0.76, -0.04], [-0.29, -1.00, -0.29], [0.60, 0.77, 0.05], [1.27, -4.90, 1.44], [-0.74, 3.18, -1.47], [-1.63, 0.16, 0.91], [0.31, 0.14, -0.13], [0.05, -0.68, -0.84], [-0.52, 0.18, -0.42], [0.71, -0.30, -0.24], [0.16, -0.03, -0.29], [-0.67, 0.46, 0.24], [0.24, 2.38, 0.65], [-1.01, -0.85, 1.19], [0.33, 1.89, 0.53], [0.42, -1.24, -0.53], [0.78, 0.46, -0.42], [-0.94, 0.41, 0.94], [0.81, -1.13, -1.69], [0.22, -0.72, 0.39], [-0.05, -0.55, -0.46], [-0.42, -0.26, -0.75], [0.31, 0.11, 0.47], [-0.17, -0.05, 0.40], [-0.62, -0.69, -0.76], [0.25, -2.13, -3.13], [-1.60, 1.02, 1.38], [0.89, 0.37, -0.97], [-0.51, 0.18, 0.20], [-0.33, -1.56, 0.09], [0.11, 1.77, 0.86], [0.03, 0.27, -0.29], [0.03, 0.35, 1.35], [0.78, 1.27, 0.20], [-0.60, -0.50, 0.60], [0.41, -0.76, -0.09], [0.09, -0.15, -0.41], [0.45, -0.06, 0.22], [-0.39, 0.85, -0.87], [-1.49, 0.23, 1.08], [-0.51, -0.56, 0.36], [0.27, -0.11, -0.97], [-0.60, -0.87, 1.83], [0.19, 1.22, 0.60], [0.15, 1.34, -1.57], [0.10, -0.82, 0.16], [1.20, -0.03, 0.10], [-0.57, -0.41, 0.26], [1.23, 0.10, -0.70], [-0.09, -0.32, -0.36], [0.39, -0.32, 0.06], [-1.62, -0.44, 0.13], [1.80, -1.19, 0.44], [0.76, 1.07, 1.04], [-0.82, 1.55, -0.43], [0.81, 1.07, -2.11], [-0.38, -2.31, 1.93], [-0.83, 0.13, 0.33], [0.50, -0.08, -0.43], [0.31, 0.54, -0.36], [-0.17, -0.55, -0.06], [-0.35, 0.52, 0.28], [0.17, -0.02, -0.72], [-0.17, -0.42, -0.04], [0.01, -1.01, 1.11], [-0.60, 0.79, -0.15], [0.48, 0.55, -0.72], [-1.58, 2.67, -0.98], [-0.44, -1.17, 0.95], [1.16, -1.70, 0.14], [-0.57, -0.36, -0.90], [-0.09, -0.14, -0.46], [0.12, 0.83, -0.19], [0.28, -0.16, 0.12], [0.27, -0.29, 0.29], [0.12, -0.20, 0.21], [-0.01, -0.34, -0.02], [0.75, 1.09, 0.35], [0.15, -0.57, 0.41], [-0.14, 1.29, 1.77], [1.48, -0.98, 0.03], [0.94, -0.82, -0.30], [-1.78, 0.20, 0.44], [1.62, -0.19, -0.59], [0.02, 0.71, 0.84], [-0.24, -0.47, -2.25], [0.25, -0.31, -0.36], [-0.43, -0.88, -0.81], [-0.17, 0.09, 0.13], [-0.32, 0.22, 0.21], [-0.50, 0.54, 0.10], [-0.28, 0.08, -0.26], [-0.28, 0.28, 0.13], [-0.31, 0.38, 0.97], [-0.14, 1.30, 0.13], [1.03, -1.14, 0.96], [-0.61, -0.56, 0.17], [1.31, -0.42, -0.16], [0.52, 0.28, -0.18], [-1.52, 0.33, 1.10], [0.59, -0.19, -0.59], [0.20, 0.01, -0.36], [-0.94, -0.19, -0.13], [-0.11, 0.12, 0.00], [-0.56, 0.15, -0.59], [1.23, 0.04, -0.30], [-0.39, 0.23, 0.10], [-0.52, -0.22, 0.04], [-0.06, 0.28, -0.19], [-0.15, -0.37, -0.99], [-1.11, 0.13, 0.44], [0.88, -1.46, 0.48], [-1.71, 2.07, -0.51], [1.64, -1.28, 0.07], [0.12, -0.69, 0.37], [-0.53, -0.09, -0.39], [-0.16, 0.01, 0.10], [0.13, 0.00, 0.46], [0.05, 0.00, 0.01], [0.36, -0.45, -0.21], [-0.01, 0.12, -0.29], [0.22, 1.13, -0.44], [0.40, 0.24, 0.73], [-0.10, 0.54, -0.02], [1.62, 0.53, 0.02], [0.77, -1.41, 0.69], [-0.88, 1.25, -0.40], [1.50, -0.88, -0.16], [-0.03, 0.29, 0.82], [-0.18, 0.68, -0.20], [-1.59, -0.59, 0.55], [-0.70, -0.64, 0.28], [0.12, 0.89, -0.73], [-0.74, -0.08, -0.20], [0.06, 0.59, 0.16], [-0.02, -0.77, -0.49], [0.01, 0.27, 0.46], [-0.51, -0.08, -0.29], [0.56, -0.43, -0.27], [-2.09, -2.19, 1.61], [-0.34, -0.74, -0.57], [0.30, 0.44, 1.10], [-0.46, 2.04, -1.50], [0.07, -0.12, 0.20], [-0.05, -0.59, 0.90], [1.42, -0.58, 0.23], [0.81, -0.16, -1.25], [1.05, 1.42, -0.17], [0.11, 0.39, 0.30], [-0.41, -0.07, -0.34], [-0.29, -0.14, -0.29], [0.00, 0.17, -0.36], [-0.18, -0.22, 0.17], [0.05, 0.48, 0.16], [-0.29, 1.32, 2.02], [1.22, -1.02, 1.03], [0.22, -0.81, 1.55], [-0.58, 1.13, -3.24], [0.56, 0.22, 0.60], [-0.33, -1.09, 0.89], [0.31, -0.69, -1.39], [0.51, -1.08, -0.99], [-0.21, -0.29, -0.38], [-0.76, 1.02, 0.05], [0.06, 0.11, -0.28], [-0.43, 0.18, 0.11], [0.23, -0.12, -0.24], [0.09, 0.58, 0.54], [-0.31, 0.50, -0.30], [-1.08, 0.31, -0.24], [-0.77, -1.77, 0.71], [-0.48, 0.06, 0.17], [-0.25, -0.37, -0.68], [0.28, 0.23, -0.45], [-0.33, 0.41, 0.27], [1.48, -1.16, 3.06], [0.04, -0.29, -0.12], [-0.07, 0.87, -0.67], [0.40, 0.24, -0.40], [0.31, 0.66, -0.10], [0.16, 0.19, -0.02], [0.26, 0.33, -0.07], [0.02, -0.29, -0.36], [0.11, 0.63, -1.29], [-1.06, 0.32, 0.57], [0.38, 1.96, -0.04], [0.37, 1.57, -0.93], [0.67, 0.39, 2.00], [-0.14, -0.49, -0.91], [-0.34, 0.18, -0.44], [-0.47, -0.90, -1.85], [0.25, -0.55, 0.29], [-0.10, 0.09, 0.08], [0.43, -0.28, 0.11], [0.03, -0.25, 0.06], [-0.30, -0.18, 0.19], [-0.24, -1.29, 0.49], [-0.16, -0.45, 0.46], [0.49, -0.10, 0.09], [-0.46, -0.15, 1.26], [-0.05, -0.96, -0.06], [-2.20, 0.21, -0.05], [-0.43, -0.14, 0.43], [0.03, -0.03, -0.12], [0.46, 0.09, 0.15], [0.40, -0.61, -1.10], [0.57, -0.08, 0.15], [0.15, 0.46, 0.15], [-0.25, 0.33, 0.04], [0.27, -0.15, -1.05], [0.61, 0.28, 0.27], [1.10, 0.38, -0.24], [-0.12, 0.35, 0.27], [-0.03, 0.18, -0.27]], "mulliken_charge": [-1.1230, 1.2097, -0.7385, -0.4743, -0.0031, -0.6476, 0.8814, 0.5320, -0.1930, 0.4682, -0.6503, 0.3264, 0.4137, -1.4505, 0.2329, -0.7682, 0.5562, -0.3767, 0.1128, -0.2450, 0.5279, 0.0948, 0.3918, 0.5973, 0.3734, 0.1270, 0.2038, 1.8634, -0.9648, -0.3255, -0.4961, -0.8120, 1.4983, 0.6141, -1.0845, -0.7179, -0.4294, 0.4083, 0.5123, -1.3660, 0.7334, 0.2738, -0.2719, 0.5293, -0.5709, -0.4230, 0.3457, 0.2393, 0.3864, 0.2717, -0.1417, -0.0023, -0.4786, 0.2616, 0.5768, -0.4382, 0.6663, -0.5897, -0.3852, 0.3584, -0.3978, 0.2207, 0.3997, -0.4674, 0.2172, 1.1380, 1.7329, 0.8654, 0.9723, -0.5546, -0.4615, -0.8272, -0.9365, -1.1549, -0.1841, 0.0147, -0.3932, -0.6820, -1.2514, 0.7759, -0.4924, -0.3924, 0.1968, -0.5009, 0.2834, 0.3837, 0.0544, 0.4068, -0.0627, 0.3214, 0.2859, -0.6069, 0.0015, -1.0125, 1.0358, -0.7906, -0.4909, 0.1271, 0.0140, 0.5204, 0.4583, -0.1895, 0.3701, 0.4928, 0.7691, -0.6825, -0.1408, -1.1973, -0.5911, 0.8592, 0.0318, -0.7407, 1.2749, 0.4440, 0.0941, 0.5051, 0.2332, 0.3607, 0.5043, -0.6939, -0.7888, 0.1550, -0.8524, -0.8381, 1.1064, -0.5860, -0.7622, -0.1636, 0.1142, 0.0467, 0.3538, 0.3547, 0.4295, 0.3973, -0.2479, 0.4544, -0.8245, -0.5090, -0.9593, 1.0420, -0.7160, -0.5086, 0.1738, 0.4119, 0.3634, 0.3665, 0.2538, 0.3714, 0.3984, 0.3768, -0.3962, 0.7471, -1.4504, -0.0626, 0.9951, -0.8938, 0.4437, -0.5697, -0.2118, -0.2588, 0.3340, 0.5923, 0.7731, -0.5972, 0.8096, -0.2876, -0.4216, -0.6765, 0.0618, 0.6610, -0.8040, -0.2400, -1.0075, -0.0492, 0.6029, 0.3053, 0.4382, 0.5715, -0.7527, 0.4599, 0.3140, -0.5940, -0.4308, -0.4102, 1.1863, -0.3540, -0.8458, -0.9307, 0.2666, 0.3985, -0.1207, 0.5905, 0.0877, 0.4230, 0.3118, 0.4773, -0.8961, 1.3176, 2.3058, 1.1639, -0.7649, -0.6338, -0.5003, 0.3717, 0.4704, -1.2075, -0.3128, -0.7071, -0.8611, 0.6657, 0.0310, -0.7470, 2.1302, 0.5835, 1.1829, -0.7005, -0.6707, -1.0478, 0.4166, 0.3791, -1.0516, -1.2869, -0.2260, -0.1696, 0.3208, 0.5753, -0.1983, 1.1477, 1.6664, 1.3333, -0.7885, -0.6351, -1.5748, 0.4214, 0.1533, -0.9076, -0.0900, -1.1496, -0.5312, 0.6284, 0.6042], "e_homo_ev": -9.9395, "homo_lumo_gap_ev": 10.0115, "total_energy_ha": -9730.984281}